Record 1
{"formula": "C6H11N2Rb", "method": "the ωB97M-V functional and the def2-TZVPD basis", "symbols": ["Rb", "C", "C", "N", "C", "C", "N", "C", "C", "H", "H", "H", "H", "H", "H", "H", "H", "H", "H", "H"], "positions_angstrom": [[-28.48375, -8.85761, 21.71770], [-36.59253, -6.34657, 23.37335], [-35.89751, -6.42022, 24.71585], [-34.42734, -6.52225, 24.53529], [-33.52447, -5.44031, 24.65141], [-32.23525, -5.95106, 24.62944], [-32.33079, -7.31874, 24.47275], [-33.61882, -7.68247, 24.50460], [-31.18864, -8.22133, 24.39390], [-36.90564, -7.34898, 23.08142], [-36.05914, -5.95099, 22.50899], [-37.52107, -5.78241, 23.46070], [-36.17433, -7.25964, 25.35369], [-35.97211, -5.54206, 25.35723], [-33.89832, -4.43666, 24.79046], [-31.29701, -5.46111, 24.84404], [-34.02145, -8.67795, 24.61995], [-30.90298, -8.41549, 25.42773], [-30.41912, -7.88516, 23.69897], [-31.53758, -9.14856, 23.93940]], "energy_ev": -10021.1812, "e_lumo_ev": -6.88, "total_charge": 2, "homo_energy_ev": -16.5, "relative_energy_ev": 0.957, "gap_ev": 9.61}

***

Record 2
{"formula": "C6H11N3", "method": "the ωB97M-V functional and the def2-TZVPD basis", "symbols": ["C", "C", "C", "C", "C", "N", "C", "N", "N", "H", "H", "H", "H", "H", "H", "H", "H", "H", "H", "H"], "positions_angstrom": [[-1.63664, -1.74085, -0.61654], [-0.98096, -0.86438, -1.62081], [-0.46914, 0.48782, -1.17035], [-0.42545, 0.86514, 0.37267], [1.08327, 1.02747, 0.65967], [1.58007, 1.58640, 1.95000], [1.71708, -0.30325, 0.37352], [1.31653, -1.08647, -0.59310], [0.43717, -0.54497, -1.46618], [-1.00462, -1.85000, 0.35217], [-2.63102, -1.39856, -0.27294], [-1.65763, -2.76053, -0.97081], [-1.36823, -0.89142, -2.62100], [-0.58226, 1.30067, -1.81212], [-1.08007, 1.72098, 0.66328], [-0.70948, 0.01608, 0.98562], [1.37921, 1.77865, -0.10648], [1.34994, 0.90968, 2.62919], [1.14624, 2.43809, 2.23344], [2.53600, -0.69055, 1.03076]], "energy_ev": -10867.8104, "e_lumo_ev": 0.92, "homo_energy_ev": -8.4, "relative_energy_ev": 3.008, "gap_ev": 9.28}

***

Record 3
{"formula": "C6H11N3", "method": "the ωB97M-V functional and the def2-TZVPD basis", "symbols": ["C", "C", "C", "C", "C", "C", "H", "H", "H", "H", "H", "H", "H", "H", "H", "H", "H", "N", "N", "N"], "positions_angstrom": [[0.61126, 1.88263, -0.82855], [0.47228, 1.13362, 0.35340], [1.73927, 0.30367, 0.88036], [2.04472, -0.94075, 0.08457], [1.05292, -1.61641, -0.54690], [-0.59284, -0.05212, 0.07556], [1.49424, 1.54848, -1.60816], [0.85513, 3.07714, -0.75950], [-0.63990, 1.66251, -1.25220], [0.13788, 1.69664, 1.17936], [2.71134, 0.99010, 0.82255], [1.82439, -0.14572, 1.91187], [3.21734, -1.04189, -0.16387], [1.27668, -2.42420, -1.16907], [-2.15446, 1.38707, 0.33685], [-2.67711, -1.19352, 0.99352], [-2.83004, -1.30690, -0.75825], [-0.27883, -1.30206, -0.22739], [-1.83578, 0.46457, 0.05229], [-2.91126, -0.37873, 0.22600]], "energy_ev": -10864.7998, "e_lumo_ev": 0.86, "homo_energy_ev": -8.0, "relative_energy_ev": 6.019, "gap_ev": 8.88}

***

Record 4
{"formula": "C6H11N3O", "method": "the ωB97M-V functional and the def2-TZVPD basis", "symbols": ["C", "C", "C", "N", "C", "N", "H", "H", "H", "H", "H", "H", "C", "C", "N", "O", "H", "H", "H", "H", "H"], "positions_angstrom": [[2.04557, -1.70000, -0.59596], [1.46224, -0.45505, -1.07789], [1.26281, 0.80456, -0.59601], [0.74762, 1.64070, -1.54765], [0.68310, 0.88376, -2.68734], [1.17837, -0.35419, -2.44993], [1.41567, -2.12220, 0.19232], [2.93838, -1.53053, -0.02847], [2.19176, -2.44663, -1.39808], [1.14918, 1.04662, 0.45658], [0.75677, 2.61068, -1.28373], [0.48178, 1.26661, -3.67903], [-2.04184, 1.13812, 1.40484], [-1.32664, -0.08977, 1.87947], [-1.91764, -1.32965, 1.81323], [-0.27228, -0.03249, 2.49388], [-2.72552, 0.81784, 0.62015], [-1.40420, 1.80952, 0.79667], [-2.42213, 1.70325, 2.25627], [-1.50594, -2.14764, 2.22403], [-2.69707, -1.51351, 1.20664]], "energy_ev": -12917.9926, "e_lumo_ev": 0.74, "homo_energy_ev": -8.4, "relative_energy_ev": 1.053, "gap_ev": 9.15}

***

Record 5
{"formula": "C6H11N3OSi", "method": "the ωB97M-V functional and the def2-TZVPD basis", "symbols": ["C", "Si", "C", "C", "C", "N", "N", "N", "C", "C", "O", "H", "H", "H", "H", "H", "H", "H", "H", "H", "H", "H"], "positions_angstrom": [[0.64471, -0.07421, -2.20759], [0.16887, -0.84408, -0.52514], [-0.81842, -2.46372, -0.73099], [1.73434, -1.10925, 0.53184], [-0.89722, 0.37451, 0.42752], [-2.07471, 0.27587, 0.89663], [-2.40889, 1.35569, 1.61821], [-1.50199, 2.30101, 1.75564], [-0.43129, 2.00178, 1.12079], [0.84383, 2.64487, 0.98080], [1.32082, 3.44640, 1.74623], [1.69646, 0.19346, -2.23039], [0.47315, -0.77112, -3.02238], [0.07290, 0.82286, -2.42349], [-0.20839, -3.33228, -0.50244], [-1.67658, -2.48010, -0.06585], [-1.18858, -2.58178, -1.74439], [2.27075, -2.00201, 0.22159], [2.41768, -0.26967, 0.44890], [1.48908, -1.22357, 1.58316], [-3.32247, 1.43144, 2.04087], [1.39593, 2.30389, 0.08049]], "energy_ev": -20794.1761, "e_lumo_ev": 0.09, "homo_energy_ev": -9.6, "relative_energy_ev": 2.093, "gap_ev": 9.67}

***

Record 6
{"formula": "C6H11N4O", "method": "the ωB97M-V functional and the def2-TZVPD basis", "symbols": ["C", "C", "N", "O", "C", "N", "C", "N", "N", "C", "C", "H", "H", "H", "H", "H", "H", "H", "H", "H", "H", "H"], "positions_angstrom": [[3.43467, -0.92253, 0.38662], [1.93766, -0.66358, 0.31526], [1.13585, -1.54518, 0.93630], [-0.15186, -1.23127, 0.77518], [-0.21804, -0.13606, 0.05596], [-1.44929, 0.38531, -0.31091], [-2.65583, -0.08180, 0.14555], [-3.73498, 0.48456, -0.38796], [-2.72561, -1.09670, 0.97745], [1.21892, 0.34453, -0.32568], [1.60375, 1.58439, -0.93611], [3.57727, -1.95618, 0.27907], [3.98063, -0.36113, -0.28662], [3.76031, -0.61856, 1.39980], [-1.33853, 1.31087, -0.76351], [-4.64063, 0.61678, 0.05706], [-3.70305, 1.26326, -1.09661], [-3.52554, -1.70463, 0.94330], [-1.91664, -1.39087, 1.43646], [2.27120, 1.38276, -1.82363], [0.82415, 2.17254, -1.49040], [2.31561, 2.16349, -0.28659]], "energy_ev": -14400.0817, "e_lumo_ev": -3.40, "total_charge": 1, "homo_energy_ev": -11.9, "relative_energy_ev": 0.934, "gap_ev": 8.54}

***

Number 6 is which compound?
C6H11N4O